[1]
ORCA calculation (ωB97M-V/def2-TZVPD) on a structure of composition C26H22BrI2IrN5O3S.

Element x y z (Å)
Ir  0.21  1.90  -0.11
I  5.63  -1.81  4.07
C  4.50  -0.49  2.90
C  5.05  0.04  1.73
C  4.27  0.88  0.98
I  5.02  1.65  -0.81
C  2.92  1.25  1.35
O  2.28  2.06  0.61
C  2.39  0.64  2.55
C  0.98  0.80  3.05
N  0.14  1.76  2.33
C  -1.25  1.68  2.74
C  -2.12  2.56  1.88
C  -3.42  2.88  2.23
C  -4.17  3.67  1.38
C  -3.59  4.16  0.22
C  -2.28  3.82  -0.05
N  -1.57  3.02  0.76
C  3.20  -0.19  3.29
H  6.05  -0.20  1.43
H  1.02  1.05  4.11
H  0.49  -0.17  2.97
H  0.49  2.70  2.50
H  -1.40  1.94  3.79
H  -1.58  0.64  2.61
H  -3.84  2.51  3.16
H  -5.20  3.90  1.61
H  -4.14  4.79  -0.46
H  -1.76  4.19  -0.93
H  2.80  -0.63  4.20
Br  2.08  4.58  -1.65
C  1.66  3.09  -2.73
C  2.32  2.86  -3.92
C  1.85  1.84  -4.74
C  0.72  1.12  -4.35
C  0.15  1.40  -3.13
N  0.64  2.34  -2.32
C  -1.06  0.65  -2.59
O  -1.57  -0.23  -3.26
O  -1.46  1.06  -1.43
H  3.17  3.46  -4.20
H  2.35  1.62  -5.67
H  0.29  0.35  -4.98
N  -1.68  -1.39  -0.47
C  -0.43  -1.80  -0.32
S  0.85  -0.68  -0.04
N  -0.08  -3.09  -0.32
C  -0.83  -4.27  -0.55
C  -0.36  -5.43  0.06
C  -1.04  -6.63  -0.11
C  -2.19  -6.68  -0.88
C  -2.63  -5.53  -1.52
C  -1.95  -4.33  -1.37
H  -1.80  -0.43  -0.82
H  -2.40  -2.05  -0.70
H  0.88  -3.25  -0.04
H  0.53  -5.40  0.67
H  -0.66  -7.53  0.37
H  -2.73  -7.61  -1.00
H  -3.51  -5.57  -2.15
H  -2.25  -3.48  -1.96

Output
Spin multiplicity = 5
<S²> = 6.04
Kohn-Sham gap (alpha / beta) = 7.9 / 5.2 eV
E_HOMO (alpha / beta) = -10.11 / -10.68 eV
Total charge = +1
Lowest unoccupied orbital energy (alpha / beta) = -2.2 / -5.5 eV

[2]
ORCA calculation (ωB97M-V/def2-TZVPD) on a cluster of 16 separate species, C32H96O16 in total.

Element x y z (Å)
C  -3.93  4.69  -0.26
C  -3.75  6.16  -0.80
O  -2.85  6.65  0.17
H  -4.04  4.63  0.82
H  -3.06  4.08  -0.53
H  -4.71  4.14  -0.78
H  -4.68  6.73  -0.85
H  -3.16  6.30  -1.70
H  -2.01  6.31  -0.15
C  0.43  3.46  3.00
C  -0.30  4.11  1.84
O  -0.12  3.39  0.67
H  0.24  4.15  3.82
H  1.51  3.34  2.88
H  -0.04  2.50  3.20
H  0.00  5.10  1.50
H  -1.37  4.07  2.06
H  -0.65  2.59  0.67
C  -1.81  2.54  -3.63
C  -2.68  1.56  -2.88
O  -4.04  1.94  -2.91
H  -0.81  2.15  -3.80
H  -1.64  3.43  -3.02
H  -2.17  2.87  -4.60
H  -2.28  1.47  -1.87
H  -2.70  0.59  -3.37
H  -4.50  1.39  -2.26
C  -7.61  0.30  -1.00
C  -6.25  0.22  -0.34
O  -5.33  0.00  -1.37
H  -8.35  0.22  -0.21
H  -7.96  -0.45  -1.71
H  -7.71  1.29  -1.45
H  -6.32  -0.71  0.22
H  -5.96  1.07  0.28
H  -4.95  -0.86  -1.20
C  6.96  1.05  -0.47
C  5.68  0.46  -1.15
O  6.11  -0.65  -1.92
H  7.77  1.31  -1.15
H  7.41  0.30  0.19
H  6.81  1.99  0.05
H  5.14  1.20  -1.74
H  4.88  0.21  -0.45
H  6.74  -0.29  -2.55
C  2.98  -4.48  -1.95
C  3.67  -3.11  -2.28
O  4.88  -3.03  -1.64
H  2.09  -4.51  -2.58
H  2.81  -4.60  -0.88
H  3.58  -5.35  -2.20
H  2.92  -2.37  -1.99
H  3.87  -2.98  -3.35
H  5.23  -2.16  -1.85
C  -0.23  -1.05  1.21
C  -0.30  0.10  0.19
O  -1.48  0.84  0.51
H  0.62  -1.72  1.07
H  -1.06  -1.75  1.17
H  -0.09  -0.58  2.18
H  -0.32  -0.20  -0.86
H  0.47  0.86  0.30
H  -2.22  0.34  0.15
C  0.98  7.68  -0.40
C  0.70  6.58  -1.36
O  -0.28  5.77  -0.76
H  1.92  8.21  -0.55
H  0.96  7.30  0.62
H  0.13  8.36  -0.49
H  1.57  5.97  -1.58
H  0.39  6.90  -2.36
H  0.05  4.99  -0.31
C  2.05  2.08  -2.98
C  1.96  0.97  -4.07
O  1.50  1.45  -5.28
H  1.08  2.50  -2.70
H  2.53  2.99  -3.35
H  2.58  1.75  -2.09
H  1.38  0.11  -3.73
H  2.98  0.59  -4.14
H  1.49  0.71  -5.90
C  3.53  -2.93  5.00
C  3.54  -2.08  6.31
O  3.44  -0.72  6.09
H  2.67  -2.60  4.42
H  3.47  -4.00  5.22
H  4.43  -2.76  4.40
H  4.50  -2.24  6.80
H  2.87  -2.41  7.11
H  3.15  -0.43  6.96
C  4.14  -6.75  3.44
C  4.65  -5.82  2.26
O  5.62  -4.93  2.84
H  3.57  -6.18  4.17
H  5.00  -7.19  3.93
H  3.43  -7.50  3.10
H  3.79  -5.46  1.71
H  5.20  -6.55  1.66
H  6.02  -4.53  2.06
C  -2.49  -2.34  -1.89
C  -3.82  -2.94  -2.50
O  -4.94  -2.62  -1.71
H  -1.76  -2.19  -2.69
H  -2.02  -2.85  -1.05
H  -2.73  -1.34  -1.51
H  -3.55  -4.00  -2.58
H  -3.98  -2.50  -3.48
H  -5.18  -3.51  -1.43
C  2.25  -2.18  -5.80
C  1.97  -1.91  -7.33
O  1.96  -0.53  -7.38
H  3.20  -1.86  -5.37
H  2.25  -3.26  -5.69
H  1.45  -1.82  -5.14
H  1.05  -2.31  -7.75
H  2.78  -2.30  -7.95
H  2.33  -0.20  -8.20
C  -6.10  0.61  3.98
C  -7.14  -0.32  3.47
O  -8.33  0.40  3.37
H  -5.22  0.05  4.31
H  -6.42  1.24  4.81
H  -5.72  1.26  3.20
H  -7.17  -1.27  3.99
H  -6.82  -0.66  2.48
H  -9.10  -0.02  2.98
C  3.92  0.09  3.12
C  5.39  -0.13  3.50
O  5.57  0.31  4.83
H  3.89  -0.04  2.04
H  3.50  1.07  3.31
H  3.19  -0.66  3.42
H  6.02  0.47  2.84
H  5.86  -1.11  3.36
H  4.92  -0.18  5.34
C  -4.19  -2.52  2.22
C  -4.02  -3.99  2.52
O  -3.22  -4.55  1.51
H  -3.25  -2.02  1.99
H  -4.59  -1.97  3.06
H  -4.84  -2.50  1.34
H  -4.88  -4.61  2.77
H  -3.44  -3.96  3.45
H  -2.95  -5.43  1.78

Output
Kohn-Sham gap = 9.0 eV
E_HOMO = -8.84 eV
Energy above the lowest of the compared OMol25 structures with the same formula, charge and spin = 555.23 kJ/mol
Lowest unoccupied orbital energy = 0.1 eV

[3]
ORCA calculation (ωB97M-V/def2-TZVPD) on an isolated molecule of C5H13NO.

Element x y z (Å)
C  1.18  0.08  -0.71
C  2.46  -0.49  -0.16
O  2.29  -1.91  -0.05
C  0.16  0.36  0.39
N  -1.17  0.58  -0.15
C  -2.01  1.43  0.70
C  -1.84  -0.62  -0.56
H  0.72  -0.50  -1.50
H  1.39  1.04  -1.19
H  2.61  -0.07  0.84
H  3.31  -0.29  -0.80
H  3.03  -2.32  0.41
H  0.13  -0.49  1.09
H  0.46  1.26  0.93
H  -3.02  1.04  0.71
H  -1.66  1.37  1.74
H  -1.96  2.45  0.35
H  -1.17  -1.32  -1.06
H  -2.27  -1.20  0.28
H  -2.66  -0.41  -1.26

Output
Kohn-Sham gap = 9.1 eV
E_HOMO = -8.16 eV
Energy above the lowest of the compared OMol25 structures with the same formula, charge and spin = 144.92 kJ/mol
SMILES = CN(C)CCCO
Lowest unoccupied orbital energy = 1.0 eV

[4]
ORCA calculation (ωB97M-V/def2-TZVPD) on an isolated molecule of C15H18Br2N2O4.

Element x y z (Å)
O  -0.99  1.14  -1.39
O  2.91  1.99  -1.43
O  0.67  -1.55  0.54
Br  -0.05  4.44  1.85
Br  -1.34  1.96  3.53
O  -3.02  -3.42  -1.22
C  -0.61  0.02  -1.77
C  2.45  1.27  -0.52
C  1.26  -0.49  0.46
N  1.55  0.19  -0.73
N  -1.56  -1.02  -1.91
C  0.92  -0.17  -2.01
C  -2.32  -3.38  -2.45
C  -3.54  -2.17  -0.81
C  -1.11  -2.35  -2.32
C  -2.97  -0.86  -1.55
C  2.04  1.99  3.10
C  0.65  2.59  1.38
C  0.01  1.44  2.11
C  2.85  1.32  1.01
C  2.04  0.13  1.62
C  2.19  2.47  1.69
C  1.21  0.85  2.77
H  1.36  0.40  -2.84
H  1.25  -1.23  -2.01
H  -1.88  -4.40  -2.56
H  -3.00  -3.27  -3.33
H  -4.66  -2.19  -1.01
H  -3.47  -1.97  0.29
H  -0.60  -2.37  -3.28
H  -0.40  -2.75  -1.53
H  -3.49  -0.55  -2.42
H  -2.95  0.03  -0.90
H  2.91  1.82  3.70
H  1.34  2.60  3.72
H  0.39  2.47  0.31
H  -0.51  0.83  1.43
H  3.98  1.22  1.26
H  2.73  -0.56  2.07
H  2.76  3.44  1.57
H  0.98  0.09  3.58

Output
Kohn-Sham gap = 9.6 eV
E_HOMO = -9.47 eV
Energy above the lowest of the compared OMol25 structures with the same formula, charge and spin = 183.52 kJ/mol
SMILES = O=C(CN1C(=O)[C@@H]2[C@H]3C[C@H]([C@H](Br)[C@@H]3Br)[C@@H]2C1=O)N1CCOCC1
Lowest unoccupied orbital energy = 0.1 eV

[5]
ORCA calculation (ωB97M-V/def2-TZVPD) on a cluster of 3 separate species, C6H15NO in total.

Element x y z (Å)
C  -0.98  1.53  -0.01
C  -2.38  1.19  -0.47
C  0.06  1.67  -0.93
H  -0.95  2.20  0.85
H  -0.53  0.29  0.70
H  -0.12  1.48  -1.98
H  -2.92  0.67  0.32
H  -2.35  0.53  -1.34
H  -2.94  2.08  -0.73
H  0.86  2.38  -0.74
H  1.00  0.39  -0.74
C  -0.77  -1.82  1.09
C  2.66  -0.41  0.54
C  1.54  -0.65  -0.41
O  -0.03  -0.64  1.26
N  1.37  -1.69  -1.09
H  0.63  -1.69  -1.78
H  -1.66  -1.68  0.46
H  -0.16  -2.61  0.62
H  -1.11  -2.18  2.06
H  2.31  0.22  1.36
H  3.01  -1.35  0.94
H  3.48  0.09  0.02

Output
Kohn-Sham gap = 8.3 eV
E_HOMO = -8.40 eV
Energy above the lowest of the compared OMol25 structures with the same formula, charge and spin = 488.49 kJ/mol
SMILES = [H]/N=C/C.C=CC.CO
Lowest unoccupied orbital energy = -0.1 eV

[6]
ORCA calculation (ωB97M-V/def2-TZVPD) on a structure of composition C6H11NO2.

Element x y z (Å)
C  0.02  1.98  0.22
C  -1.24  -0.23  0.07
N  -2.03  -1.15  0.80
C  -0.29  0.60  0.71
O  -1.95  0.39  -0.97
H  -2.70  -0.18  -1.16
H  -1.81  -2.11  0.53
H  -1.99  -1.03  1.80
H  -0.02  0.35  1.72
H  -0.13  2.07  -0.85
H  -0.68  2.67  0.70
H  1.05  2.25  0.45
C  0.21  -1.24  -0.66
C  1.50  -0.65  0.05
C  2.46  0.03  -0.58
O  0.00  -2.45  -0.42
H  0.16  -0.81  -1.68
H  1.73  -1.16  0.98
H  2.28  0.50  -1.54
H  3.44  0.18  -0.16

Output
Kohn-Sham gap (alpha / beta) = 7.8 / 7.8 eV
E_HOMO (alpha / beta) = -8.25 / -8.25 eV
Energy above the lowest of the compared OMol25 structures with the same formula, charge and spin = 444.56 kJ/mol
Lowest unoccupied orbital energy (alpha / beta) = -0.4 / -0.5 eV

[7]
ORCA calculation (ωB97M-V/def2-TZVPD) on a structure of composition C17H27N3O3S.

Element x y z (Å)
C  -3.73  -1.66  2.05
O  -3.20  -0.55  2.80
C  -2.65  0.36  1.82
C  -2.05  1.67  2.52
C  -0.48  1.47  2.55
C  0.29  2.43  3.56
C  1.64  1.71  4.01
C  2.65  1.49  2.79
C  2.60  0.04  2.16
C  1.83  -0.06  0.81
C  0.86  -1.14  0.51
C  0.10  -1.18  -0.79
C  -0.91  -2.34  -1.14
N  -0.15  -3.33  -1.97
C  0.27  -0.17  -1.85
C  1.23  0.94  -1.61
N  1.48  1.95  -2.50
S  2.62  2.94  -1.72
N  2.81  2.06  -0.30
C  1.99  0.95  -0.28
H  -3.84  -2.57  2.71
H  -4.77  -1.44  1.65
H  -3.06  -1.93  1.18
H  -1.79  -0.18  1.31
H  -3.37  0.62  0.99
H  -2.51  1.86  3.52
H  -2.26  2.49  1.78
H  -0.10  1.72  1.52
H  -0.25  0.41  2.83
H  0.55  3.37  2.99
H  -0.35  2.67  4.44
H  2.15  2.46  4.69
H  1.45  0.78  4.60
H  2.47  2.32  2.07
H  3.71  1.63  3.17
H  3.64  -0.37  2.03
H  2.05  -0.63  2.89
H  0.65  -1.96  1.24
H  -1.72  -1.96  -1.83
H  -1.37  -2.80  -0.23
H  0.62  -3.64  -1.35
H  0.34  -2.75  -2.68
H  -0.29  -0.22  -2.83
O  1.14  -1.37  -4.87
C  0.87  -0.78  -6.04
C  -0.66  -1.09  -6.49
O  -0.92  -0.51  -7.66
H  1.49  -1.08  -6.91
H  0.96  0.33  -6.07
H  -1.28  -0.77  -5.62
H  -0.75  -2.19  -6.44

Output
Kohn-Sham gap = 2.4 eV
E_HOMO = 1.59 eV
Total charge = -2
Lowest unoccupied orbital energy = 4.0 eV

[8]
ORCA calculation (ωB97M-V/def2-TZVPD) on a structure of composition C26H24IN4O4V.

Element x y z (Å)
V  0.01  0.30  -0.40
C  -1.32  0.12  -4.34
C  -2.33  0.38  -3.26
N  -3.50  0.95  -3.60
C  -4.39  1.16  -2.62
C  -4.19  0.84  -1.29
C  -5.29  1.06  -0.29
O  -5.95  -0.16  0.09
C  -2.96  0.26  -0.89
C  -2.66  -0.15  0.43
N  -1.45  -0.67  0.73
C  -1.15  -1.27  1.93
C  -1.72  -0.90  3.16
C  -1.34  -1.50  4.34
C  -0.38  -2.51  4.35
C  0.19  -2.90  3.15
C  -0.19  -2.30  1.97
I  0.65  -3.01  0.16
C  -2.01  0.02  -1.95
O  -0.85  -0.56  -1.69
H  -1.58  0.68  -5.24
H  -0.32  0.39  -3.99
H  -1.30  -0.94  -4.59
H  -5.32  1.61  -2.93
H  -4.89  1.56  0.60
H  -6.06  1.69  -0.72
H  -5.27  -0.82  0.25
H  -3.44  -0.16  1.19
H  -2.43  -0.08  3.17
H  -1.79  -1.17  5.28
H  -0.09  -2.99  5.28
H  0.94  -3.69  3.14
C  -0.46  3.38  -3.02
C  -0.27  2.71  -1.68
O  0.54  1.72  -1.64
C  -0.93  3.26  -0.58
C  -0.67  2.83  0.75
C  -0.91  3.75  1.91
N  -0.08  1.68  0.93
N  0.54  1.41  2.14
C  1.40  0.46  1.91
O  1.49  -0.07  0.72
C  2.35  0.03  2.95
C  3.31  -0.93  2.64
C  4.22  -1.35  3.59
C  4.18  -0.81  4.87
C  3.22  0.14  5.19
C  2.31  0.56  4.24
H  -1.44  3.11  -3.43
H  -0.40  4.46  -2.94
H  0.31  3.02  -3.71
H  -1.53  4.14  -0.73
H  -1.59  4.55  1.64
H  -1.30  3.18  2.76
H  0.05  4.17  2.23
H  3.32  -1.35  1.64
H  4.96  -2.10  3.34
H  4.90  -1.14  5.62
H  3.19  0.56  6.19
H  1.56  1.30  4.47

Output
Spin multiplicity = 4
<S²> = 3.78
Kohn-Sham gap (alpha / beta) = 5.3 / 7.1 eV
E_HOMO (alpha / beta) = -2.73 / -4.57 eV
Total charge = -1
Lowest unoccupied orbital energy (alpha / beta) = 2.5 / 2.5 eV

[9]
ORCA calculation (ωB97M-V/def2-TZVPD) on a cluster of 2 separate species, C6H15N3 in total.

Element x y z (Å)
C  -0.90  -1.50  1.80
C  -1.83  -1.80  -0.42
N  -0.85  -1.09  0.40
C  -0.29  1.12  -0.16
N  -0.17  1.70  1.08
N  -1.27  1.46  -0.93
H  -0.82  2.44  1.29
H  0.78  1.94  1.37
H  -1.87  2.14  -0.47
H  -0.18  -0.92  2.38
H  -1.89  -1.33  2.22
H  -2.84  -1.51  -0.13
H  -1.70  -2.89  -0.33
H  -1.68  -1.53  -1.47
H  -0.63  -2.56  1.90
C  2.44  0.39  -0.12
C  1.25  0.87  -0.90
C  1.33  1.08  -2.22
H  0.08  -1.27  -0.02
H  2.92  1.22  0.42
H  2.16  -0.35  0.63
H  3.20  -0.07  -0.76
H  2.26  0.94  -2.78
H  0.50  1.51  -2.78

Output
Kohn-Sham gap = 9.0 eV
E_HOMO = -8.09 eV
Energy above the lowest of the compared OMol25 structures with the same formula, charge and spin = 269.92 kJ/mol
SMILES = [H]/N=C(\N)C(=C)C.CNC
Lowest unoccupied orbital energy = 0.9 eV

[10]
ORCA calculation (ωB97M-V/def2-TZVPD) on a structure of composition C19H25CsN5O2.

Element x y z (Å)
Cs  0.11  0.11  -0.03
C  -4.07  -0.60  2.70
C  -3.00  0.20  1.96
O  -1.94  -0.46  1.66
C  -3.28  1.53  1.74
C  -2.52  2.59  1.10
C  -3.12  3.97  1.25
N  -1.42  2.41  0.45
N  -0.89  3.60  -0.06
C  0.20  3.46  -0.77
O  0.87  2.43  -1.09
C  0.73  4.79  -1.29
C  0.11  6.00  -1.01
C  0.62  7.19  -1.50
C  1.76  7.19  -2.30
C  2.38  5.99  -2.59
C  1.87  4.80  -2.09
H  -3.86  -1.67  2.57
H  -5.07  -0.38  2.33
H  -4.06  -0.38  3.77
H  -4.24  1.85  2.12
H  -4.05  3.94  1.81
H  -3.29  4.42  0.27
H  -2.41  4.63  1.76
H  -0.78  5.99  -0.39
H  0.13  8.13  -1.27
H  2.16  8.12  -2.68
H  3.28  5.97  -3.21
H  2.34  3.84  -2.30
C  -0.42  0.19  6.15
C  -0.83  -0.71  5.00
N  -0.10  -0.35  3.82
C  1.20  0.07  3.80
N  1.84  0.07  2.68
C  3.17  0.65  2.60
C  3.54  1.51  3.80
C  3.14  0.78  5.06
N  1.71  0.52  5.01
C  1.09  0.14  6.27
H  -0.88  -0.14  7.09
H  -0.74  1.21  5.95
H  -1.89  -0.60  4.78
H  -0.67  -1.76  5.28
H  -0.56  -0.50  2.92
H  3.23  1.24  1.68
H  3.90  -0.16  2.50
H  3.01  2.46  3.76
H  4.61  1.73  3.80
H  3.34  1.38  5.95
H  3.71  -0.16  5.16
H  1.45  0.83  7.03
H  1.41  -0.87  6.57

Output
Kohn-Sham gap = 5.1 eV
E_HOMO = -2.93 eV
Energy above the lowest of the compared OMol25 structures with the same formula, charge and spin = 2.81 kJ/mol
Total charge = -1
Lowest unoccupied orbital energy = 2.2 eV

In the order shown, the computed E_tot values come out to -140823.6905 -67493.6920 -8932.5089 -167101.4338 -9998.6943 -11981.6608 -39507.5596 -75293.4328 -10933.1123 -32204.1042 eV.
In the order shown, the computed strongest force on any atom values come out to 1.061 3.606 1.136 5.013 3.736 3.772 2.802 2.981 4.708 1.236 eV/A.